a) Molecular formula: C5H36N2O14
Method: DFT, wB97M-V/def2-TZVPD

Atoms and positions in Å:
O 2.0656 -1.4982 2.3703
C 1.0475 -1.4362 3.0061
C -0.0218 -0.4315 2.7832
C 0.2779 0.5173 1.6109
C -0.1844 -0.0857 0.3126
C -1.4046 0.1824 -0.1733
N -1.9559 -0.4084 -1.3400
N 0.7194 -0.9873 -0.3530
H 0.8429 -2.1856 3.8696
H -0.1068 0.1942 3.7228
H -1.0149 -0.9126 2.6703
H 1.3784 0.7949 1.5696
H -0.2138 1.4707 1.7421
H -2.0767 0.7944 0.3804
H -1.3226 -0.8141 -1.9763
H -2.7253 0.0518 -1.7697
H 1.1909 -0.6083 -1.1756
H 1.4549 -1.2837 0.2838
H 1.8988 0.9828 -2.8236
H 0.6816 0.3080 -3.5248
O 1.0300 1.1604 -3.2129
H 4.0733 -0.3351 -1.3467
H 3.4550 -1.2936 -2.3920
O 3.4671 -0.3855 -2.0679
H 0.8883 3.2984 0.3350
H -0.2606 3.5832 -0.6483
O 0.0692 3.7994 0.2545
H -0.2631 -2.4047 -0.8124
H -0.6390 -3.9306 -0.9334
O -0.7559 -3.0863 -1.3387
H -2.9832 -1.9668 0.2263
H -4.3884 -2.4799 0.2137
O -3.6710 -2.2253 0.8248
H 2.0891 1.9152 -0.8189
H 2.8330 1.6764 0.4990
O 2.3798 2.3693 -0.0273
H -2.2841 2.1324 3.0737
H -3.1759 0.8969 3.0133
O -2.5434 1.3517 3.5701
H 3.0843 -0.4240 1.4940
H 4.3738 0.4246 1.6217
O 3.6458 0.2205 1.0381
H 0.1259 -2.6010 -2.7490
H 0.3088 -2.7661 -4.3506
O 0.6222 -2.3171 -3.5318
H -1.3108 2.0844 -1.7542
H -0.0609 2.3405 -2.5589
O -0.7760 2.8332 -2.1033
H -4.0272 -0.6838 1.5076
H -4.9959 -0.2362 2.5812
O -4.3502 0.1065 1.9800
H 3.1719 -3.6170 -2.3647
H 2.2507 -2.7140 -3.2168
O 3.1883 -2.8850 -2.9957
H -1.1116 3.6089 1.4640
H -2.2480 4.3551 2.1136
O -1.7426 3.5501 2.2278

Values from the calculation:
Spin multiplicity: 1
Kohn-Sham gap in eV: 8.18

b) Molecular formula: C5H36N2O14
Method: DFT, wB97M-V/def2-TZVPD

Atoms and positions in Å:
C -0.3495 2.8616 -3.2119
C -0.1043 1.3409 -3.3305
C -0.3218 0.5284 -2.1162
C -0.8506 -0.7620 -1.9764
N -0.5743 -1.1976 -0.7249
C 0.0686 -0.2763 -0.0456
N 0.1216 0.8303 -0.8739
H -1.0618 3.0386 -2.4046
H -0.4585 3.3033 -4.1913
H 0.5338 3.3446 -2.7753
H -0.9194 1.0261 -3.9911
H 0.8207 1.1475 -3.8725
H -1.3959 -1.4237 -2.6292
H 0.2593 -0.1372 0.9996
H 0.7475 1.6267 -0.7269
H 1.7377 -2.0520 1.2266
H 3.0208 -2.6594 1.7290
O 2.7049 -2.0602 1.0600
H 3.5225 1.2792 0.3200
H 4.6767 0.6018 -0.1137
O 4.1073 1.3068 -0.4558
H -0.5949 -2.2632 2.2538
H -0.1575 -3.2095 1.2536
O 0.1471 -2.3736 1.6437
H -2.9061 -0.4850 -0.7343
H -4.1796 0.1679 -1.2814
O -3.6163 0.1307 -0.5008
H -2.3706 -2.3684 2.7187
H -3.2040 -3.0525 1.7009
O -2.3240 -3.1041 2.1137
H 2.3880 3.2541 0.5790
H 2.6285 2.9650 -1.0564
O 2.0447 2.9329 -0.2953
H -0.0754 -3.1592 -0.5863
H 0.7796 -4.3927 -0.8461
O -0.0900 -4.1240 -0.5385
H -3.5067 -0.5088 2.9527
H -2.3873 0.0242 1.9572
O -2.6160 -0.1577 2.8720
H 1.7125 2.9632 2.5542
H 3.2726 3.1735 2.6158
O 2.4621 3.4345 2.1702
H -2.4870 -2.7975 0.1635
H -3.2419 -3.3197 -1.0092
O -3.3996 -2.9925 -0.1154
H 2.0482 1.2547 2.0433
H 2.4687 -0.2320 1.6928
O 2.7915 0.6479 1.9548
H -0.7546 2.5580 1.9812
H 0.1819 2.7390 0.9434
O 0.1325 2.2225 1.7562
H -1.9831 1.7072 0.3455
H -3.2396 2.0748 0.8690
O -2.3978 2.5089 0.6717
H 1.5242 -2.2440 -1.9910
H 2.6534 -2.6286 -1.0732
O 2.0112 -3.0134 -1.6745

Values from the calculation:
Spin multiplicity: 1
Kohn-Sham gap in eV: 9.22

The least stable of them is b).

a) Molecular formula: C3H4N3
Method: DFT, wB97M-V/def2-TZVPD

Atoms and positions in Å:
C 1.5963 0.2972 0.2853
C 1.4457 -1.0553 -0.0360
C -1.7959 0.2574 -0.2037
N 0.1266 -1.2294 -0.3428
N 0.9593 1.2816 0.3754
N -0.6993 -0.3524 -0.3271
H 1.8948 -2.0445 0.0461
H 1.0825 2.3015 0.5961
H -2.3005 0.6160 -1.0603
H -2.3095 -0.0722 0.6672

Values from the calculation:
Spin multiplicity: 1
Net charge: +1
Kohn-Sham gap in eV: 8.49
SMILES: C=N/N=C\C#[NH+]

b) Molecular formula: C3H4N3
Method: DFT, wB97M-V/def2-TZVPD

Atoms and positions in Å:
C 2.7194 -0.8192 0.2554
C 0.9592 -0.2028 -0.5671
C -0.1853 -0.0799 0.4188
N 3.1999 0.4794 0.2769
N 2.2921 1.0972 -0.1669
N 1.7348 -1.3212 -0.2007
H 0.6647 0.0324 -1.5770
H -0.4609 0.9110 0.5077
H -0.0522 -0.3881 1.4342
H -0.9245 -0.6154 -0.0448

Values from the calculation:
Spin multiplicity: 1
Net charge: +1
Kohn-Sham gap (alpha / beta) in eV: 7.25 / 8.60

c) Molecular formula: C3H4N3
Method: DFT, wB97M-V/def2-TZVPD

Atoms and positions in Å:
C -0.9140 -0.7965 0.0037
C 1.5352 1.4618 -0.0172
C -1.6762 -0.3524 -0.9684
N -0.2926 -1.2708 0.9130
N 2.1280 2.3644 -0.3984
N 0.4593 -1.9248 1.5540
H -2.7453 0.1626 -0.6390
H -1.4850 -0.3607 -2.0130
H 2.7927 2.8205 -0.9805
H 0.1979 -2.1041 2.5458

Values from the calculation:
Spin multiplicity: 1
Net charge: +1
Kohn-Sham gap in eV: 8.30

The least stable of them is b).

a) Molecular formula: C2H12N2O4
Method: DFT, wB97M-V/def2-TZVPD

Atoms and positions in Å:
N -1.6595 -1.0893 -0.6313
C -0.4872 -0.7496 -1.3171
C 0.6004 -0.2426 -0.1806
N 1.1276 -1.2798 0.5240
O 1.4686 0.5464 -0.7423
H -2.2504 -1.4886 -1.3479
H -2.0357 -0.2973 -0.1246
H -0.4304 0.1922 -1.8704
H -0.0783 -1.4978 -1.9992
H 2.0628 -1.1355 0.9284
H 0.5443 -1.9512 1.0005
H 2.5660 0.2718 -0.3022
H 4.0641 0.3698 0.5618
O 3.2393 -0.1273 0.5956
H -0.1201 0.4290 0.4289
H -1.4264 2.8159 -0.0982
O -1.4858 1.8593 -0.1503
H -2.7646 0.7031 2.3644
H -2.1164 1.2082 0.8101
O -2.7250 0.5475 1.4336

Values from the calculation:
Spin multiplicity: 1
Kohn-Sham gap in eV: 5.45

b) Molecular formula: C2H12N2O4
Method: DFT, wB97M-V/def2-TZVPD

Atoms and positions in Å:
O 3.3268 0.1682 -2.4103
C 3.2187 -0.2186 -1.2785
N 2.5623 0.5528 -0.3113
C 1.9021 1.7664 -0.7955
N 0.5680 1.4419 -1.2909
H 3.6374 -1.0502 -0.7020
H 2.2678 0.2146 0.5870
H 1.7830 2.4255 0.0755
H 2.4420 2.2065 -1.6314
H -0.0208 0.7514 -0.8641
H 0.3023 1.7604 -2.1997
H -1.7935 -1.6509 3.2231
H -0.3416 -1.6143 2.9408
O -0.9447 -1.9268 3.6039
H -3.4945 -1.2424 -0.7446
H -3.8405 -2.1418 -1.9431
O -3.1122 -1.8810 -1.3581
H -2.8407 -0.1278 2.3820
H -2.9733 0.7378 1.2711
O -2.6484 -0.1718 1.4461

Values from the calculation:
Spin multiplicity: 1
Kohn-Sham gap in eV: 8.90
SMILES: NCNC=O.O.O.O

The least stable of them is a).

a) Molecular formula: C2H6ClN
Method: DFT, wB97M-V/def2-TZVPD

Atoms and positions in Å:
C -0.3464 -0.5516 -0.2559
C -0.3737 0.5193 0.8168
H 1.4401 -1.1316 -1.3530
H 1.4387 0.3771 -0.5869
H -0.9242 -1.4594 0.0593
H -0.9935 -0.1951 -1.1399
H -1.3110 0.5542 1.3757
H 0.4736 0.3398 1.4783
N 1.0414 -0.6336 -0.6062
Cl -0.4449 2.1809 0.2117

Values from the calculation:
Spin multiplicity: 1
Kohn-Sham gap in eV: 10.30
SMILES: NCCCl

b) Molecular formula: C2H6ClN
Method: DFT, wB97M-V/def2-TZVPD

Atoms and positions in Å:
C 1.3522 0.5893 0.3278
C -0.0442 0.7767 -0.3678
H 2.2791 -1.3465 0.6398
H 0.6283 -1.2407 -0.3748
H 2.2846 1.3956 0.3782
H 1.2310 0.5771 1.4722
H -0.2408 1.8781 -0.5444
H 0.0842 0.3513 -1.4331
N 1.8278 -0.8265 -0.2724
Cl -1.5829 -0.2368 0.1182

Values from the calculation:
Spin multiplicity: 1
Kohn-Sham gap in eV: 10.85
SMILES: NCCCl

The least stable of them is b).